[1]
Here is a structure of composition C8H19BLaN2 from OMol25. Energies are from ωB97M-V with the def2-TZVPD basis set.

The value obtained for the gap between HOMO and LUMO is 4.91 eV. Its charge is +3. The calculation puts the maximum force at 4.3 eV/A. The calculation puts the HOMO energy at -19.37 eV. For the molar mass, the calculation gives 292.97 g/mol. The calculation puts the LUMO energy at -14.46 eV. As for the spin multiplicity: 1. The calculation puts the total energy at -13085.454 eV.

Cartesian coordinates (Å):
C -3.29608 -1.28770 -0.27128
C -1.81692 -1.52156 -0.17708
C -0.97883 -0.93629 -1.33831
N -1.26188 -2.13123 0.75136
B 0.02947 -1.82609 1.36651
C 0.18578 -0.60069 2.31416
C 1.58434 0.07126 2.00111
C 1.66039 1.45963 1.32947
C 0.78860 1.58092 0.08444
C 1.51101 1.21456 -1.20445
N 0.78605 1.59059 -2.44824
H -3.65332 -1.04934 0.72036
H -3.78528 -2.21494 -0.55747
H -3.55439 -0.49590 -0.96277
H -0.17098 -0.30709 -0.96307
H -1.64951 -0.30577 -1.92676
H -0.55276 -1.75437 -1.99214
H 0.97927 -2.48030 1.03087
H 0.19007 -0.98423 3.33038
H -0.67374 0.05311 2.21683
H 2.09531 0.12293 2.95195
H 2.17385 -0.61080 1.39647
H 1.46630 2.26767 2.01770
H 2.68985 1.56550 1.00468
H -0.09291 0.95220 0.17079
H 0.44350 2.60661 -0.01881
H 1.60437 0.13071 -1.22857
H 2.50997 1.62307 -1.25858
H 0.67915 2.59886 -2.54511
H -0.16348 1.25160 -2.38988
La 0.27281 -0.58292 -3.40458

Cartesian forces (eV/Å) of the 2 atoms listed first:
C 0.203 -0.561 -0.169
C -1.134 -0.721 0.470

Atomic partial charges in e from the Löwdin method, atoms 1 to 4: 0.03, -0.35, -0.20, 0.26

[2]
Here is the molecule C8H19BO9P2S2 from OMol25. Energies are from ωB97M-V with the def2-TZVPD basis set.

The value obtained for the gap between HOMO and LUMO is 9.43 eV. The calculation puts the maximum force at 1.4 eV/A. The calculation puts the HOMO energy at -9.32 eV. For the molar mass, the calculation gives 396.12 g/mol. The calculation puts the LUMO energy at 0.11 eV. As for the spin multiplicity: 1. The calculation puts the total energy at -67960.114 eV.

Cartesian coordinates (Å):
C 3.92449 -0.77247 -0.21576
C 2.80612 -1.82034 -0.16383
C 1.46031 -1.27387 0.32164
O 1.63208 -0.58016 1.52492
O 0.65750 -2.43800 0.52327
S -0.98036 -2.29257 0.72312
O -1.27275 -3.32327 1.67731
O -1.07865 -0.92714 1.59649
C -1.27725 0.35355 0.94259
C -2.69078 0.48569 0.35520
C -3.15725 -0.42485 -0.77481
B -1.26548 1.33294 2.24472
O -0.23973 1.17548 3.15842
O -2.23976 2.25997 2.41539
C -0.05072 0.82315 0.06456
P -0.41625 2.25219 -1.01881
O 0.84567 2.35157 -2.01670
O -1.55209 1.87161 -2.07068
S -0.74860 3.88935 -0.06742
C 0.84373 -0.25153 -0.66542
P 0.30297 -1.05401 -2.22246
O 1.34618 -1.88218 -2.86635
H 4.68403 -0.95554 0.53782
H 4.42274 -0.81573 -1.18411
H 3.55528 0.24427 -0.09891
H 3.06921 -2.57190 0.58493
H 2.68465 -2.35024 -1.10062
H 1.85730 -1.23386 2.19275
H -2.84633 1.52421 0.06546
H -3.37250 0.32379 1.19138
H -4.17373 -0.13894 -1.04859
H -3.21274 -1.47058 -0.48144
H -2.56165 -0.35149 -1.67995
H -0.55914 1.01511 4.04491
H -2.22749 2.64974 3.28989
H 0.66248 1.27546 0.75580
H 1.59908 2.72794 -1.54715
H -1.21729 1.84884 -2.97242
H 1.70871 0.31274 -1.01527
H -0.84853 -1.79332 -1.93930
H -0.07346 0.00438 -3.06055

Cartesian forces (eV/Å) of the 2 atoms listed first:
C -0.023 -0.149 -0.570
C 0.114 -0.184 0.581

Atomic partial charges in e from the Löwdin method, atoms 1 to 4: -0.06, -0.15, -0.59, 0.04

[3]
Here is a cluster of 2 separate species, C8H19BrOSi in total from OMol25. Energies are from ωB97M-V with the def2-TZVPD basis set.

The value obtained for the gap between HOMO and LUMO (alpha / beta) is 6.95 / 5.31 eV. The calculation puts the maximum force at 5.8 eV/A. The calculation puts the HOMO energy (alpha / beta) at -6.40 / -8.95 eV. For the molar mass, the calculation gives 239.23 g/mol. The calculation puts the LUMO energy (alpha / beta) at 0.55 / -3.63 eV. As for the expectation value of S²: 2.006. As for the spin multiplicity: 3. The calculation puts the total energy at -88567.987 eV.

Cartesian coordinates (Å):
C -2.27739 -1.15177 -0.46036
C -1.92779 1.15899 0.43879
C -1.32187 0.60657 -1.78367
C 1.96682 1.76898 0.95076
C 1.10885 -2.06765 -0.73660
C 0.17148 -0.93382 2.07766
C -1.40003 0.05726 -0.35444
C 1.41069 0.92717 -0.15193
O 1.90100 1.03349 -1.34950
Si 0.36133 -0.65275 0.19060
Br 4.25250 -0.34836 0.01151
H -3.33001 -0.78789 -0.69453
H -1.87077 -1.80684 -1.15542
H -2.27769 -1.60512 0.54237
H -1.44615 2.04272 0.12621
H -1.76513 1.05087 1.55652
H -3.02805 1.27764 0.24247
H -1.03699 -0.21032 -2.54146
H -2.26271 1.24167 -1.93986
H -0.45688 1.17052 -1.85381
H 2.64066 1.08753 1.54628
H 2.54805 2.68230 0.55885
H 1.16423 1.97210 1.68233
H 1.11566 -3.03713 -0.26117
H 0.52030 -2.31011 -1.72676
H 1.96440 -1.57102 -1.07028
H -0.07334 -1.99806 2.24113
H 1.12882 -0.89879 2.67184
H -0.55794 -0.32980 2.59351
H 2.77795 1.63162 -1.35105

Cartesian forces (eV/Å) of the 2 atoms listed first:
C -2.152 1.488 2.547
C -1.371 0.025 2.744

Atomic partial charges in e from the Löwdin method, atoms 1 to 4: -0.12, -0.12, -0.10, -0.15

[4]
Here is a structure of composition C8H19F6NO8S2V from OMol25. Energies are from ωB97M-V with the def2-TZVPD basis set.

The value obtained for the gap between HOMO and LUMO (alpha / beta) is 9.01 / 8.96 eV. As for the energy above the lowest of the compared OMol25 structures with the same formula, charge and spin: 233.5 kJ/mol. The calculation puts the maximum force at 2.7 eV/A. The calculation puts the HOMO energy (alpha / beta) at -9.89 / -9.93 eV. For the molar mass, the calculation gives 486.30 g/mol. The calculation puts the LUMO energy (alpha / beta) at -0.87 / -0.98 eV. As for the expectation value of S²: 3.756. As for the spin multiplicity: 4. The calculation puts the total energy at -90134.630 eV.

Cartesian coordinates (Å):
V 8.96273 7.65703 -7.52057
C 5.97432 5.50113 -9.76678
F 6.28832 6.34455 -10.71973
F 4.84557 4.88596 -10.02419
F 6.93919 4.60293 -9.68211
S 5.86730 6.39621 -8.03602
O 4.49469 6.63037 -7.65760
O 6.64630 5.54140 -7.16216
N 6.97170 7.76366 -8.21014
S 5.94074 8.92328 -8.65786
O 5.28490 8.60143 -9.89347
O 5.12594 9.39538 -7.56268
C 7.06703 10.38005 -9.01745
F 7.82034 10.55514 -7.90118
F 7.96668 10.11664 -9.96876
F 6.35916 11.43388 -9.27878
O 10.40038 9.03087 -7.80484
H 10.05285 9.92442 -7.85342
C 9.77536 8.89371 -3.61407
C 9.22480 9.57484 -4.87071
O 8.45479 8.55761 -5.59889
H 8.92513 8.44592 -3.09243
H 10.21768 9.63656 -2.94767
H 10.51768 8.13291 -3.83682
H 10.03783 9.94243 -5.48115
H 8.55744 10.39204 -4.59902
H 7.70392 8.40861 -5.01241
C 12.56137 12.20554 -10.94241
C 11.59647 11.47858 -10.03073
O 12.33319 10.73091 -9.06059
H 13.23477 11.54037 -11.48057
H 13.22382 12.94349 -10.47695
H 12.00564 12.86814 -11.61486
H 10.96471 10.83896 -10.65553
H 10.91479 12.20432 -9.57017
H 11.67824 10.07317 -8.75844
C 14.09246 9.83970 -4.40602
C 13.34972 9.94150 -5.71342
O 12.32828 8.93656 -5.75486
H 14.80945 10.65787 -4.30551
H 14.65717 8.91885 -4.25750
H 13.40948 9.93062 -3.55894
H 13.93091 9.77272 -6.62578
H 12.85614 10.91757 -5.79982
H 11.67513 9.11288 -6.45216

Cartesian forces (eV/Å) of the 2 atoms listed first:
V 0.289 1.228 0.848
C 0.121 0.517 0.638

Atomic partial charges in e from the Löwdin method, atoms 1 to 4: 1.08, -0.68, 0.16, 0.18

[5]
Here is a cluster of 5 separate species, C8H19FNO18S5 in total from OMol25. Energies are from ωB97M-V with the def2-TZVPD basis set.

The value obtained for the gap between HOMO and LUMO is 7.86 eV. Its charge is +1. The calculation puts the maximum force at 2.9 eV/A. The calculation puts the HOMO energy at -11.82 eV. For the molar mass, the calculation gives 596.56 g/mol. The calculation puts the LUMO energy at -3.97 eV. As for the spin multiplicity: 1. The calculation puts the total energy at -103829.985 eV.

Cartesian coordinates (Å):
N -3.82084 3.90131 1.61963
S -2.07248 4.10760 1.76213
O -1.77439 4.39402 3.09720
O -1.77192 5.07145 0.79329
F -1.55372 2.73802 1.34729
H -4.24569 3.43463 2.42767
H -4.22297 4.84582 1.53264
H -4.09466 3.39298 0.76811
C 1.71082 1.26809 0.18531
C 0.52250 0.37927 -0.13201
O 0.78104 -0.10320 -1.44336
S 2.37170 -0.27324 -1.64994
O 2.71720 -1.62448 -1.42748
O 2.73434 0.41024 -2.83626
O 2.83130 0.59427 -0.37677
H 1.61672 2.24563 -0.29757
H 1.85775 1.40504 1.25498
H -0.42358 0.91571 -0.11256
H 0.47033 -0.47538 0.54794
C -9.28226 3.21856 2.42453
C -8.60352 1.99921 1.83986
O -8.04991 2.47187 0.59359
S -7.63354 3.99175 0.73638
O -6.21920 4.06056 1.00857
O -8.17852 4.73256 -0.32995
O -8.39507 4.30907 2.08539
H -10.24927 3.40966 1.95986
H -9.40469 3.15389 3.50131
H -9.28611 1.17486 1.66025
H -7.78105 1.65780 2.47112
C 2.08385 -6.52790 -2.18240
C 1.90301 -6.36556 -3.67646
O 1.13258 -5.16575 -3.80977
S 1.52035 -4.14108 -2.63492
O 2.46763 -3.20551 -3.10659
O 0.31869 -3.72810 -2.00005
O 2.27720 -5.19540 -1.69623
H 1.18670 -6.93853 -1.71454
H 2.94038 -7.14608 -1.92799
H 1.37859 -7.20200 -4.12957
H 2.85937 -6.21788 -4.18250
C 8.03873 -1.01920 -0.18010
C 8.03882 -0.76539 1.31243
O 6.80051 -0.08431 1.55402
S 5.68583 -0.61495 0.52986
O 4.89868 -1.60264 1.17537
O 5.09070 0.50524 -0.10224
O 6.67750 -1.34490 -0.48811
H 8.31332 -0.12306 -0.73958
H 8.69242 -1.83867 -0.46526
H 8.87481 -0.15198 1.63571
H 8.03269 -1.69989 1.87720

Cartesian forces (eV/Å) of the 2 atoms listed first:
N 0.335 -0.637 -0.058
S 1.475 2.492 0.274

Atomic partial charges in e from the Löwdin method, atoms 1 to 4: 0.12, 0.63, -0.15, -0.15

[6]
Here is the molecule C8H19N3O from OMol25. Energies are from ωB97M-V with the def2-TZVPD basis set.

The value obtained for the gap between HOMO and LUMO is 9.21 eV. As for the energy above the lowest of the compared OMol25 structures with the same formula, charge and spin: 44.1 kJ/mol. The calculation puts the maximum force at 0.5 eV/A. The calculation puts the HOMO energy at -8.20 eV. For the molar mass, the calculation gives 173.26 g/mol. The calculation puts the LUMO energy at 1.01 eV. As for the spin multiplicity: 1. The calculation puts the total energy at -15120.857 eV.

Cartesian coordinates (Å):
C -0.93875 1.47145 0.88601
N -0.32751 1.81474 -0.39080
H -0.10742 2.80600 -0.39840
C -1.15002 1.47622 -1.54176
H -0.87459 2.12918 -2.37372
H -2.22450 1.62115 -1.33600
C -0.91233 0.02640 -1.98811
N -1.30318 -0.90466 -0.94845
H -2.31568 -0.93266 -0.88252
C -0.78081 -2.25183 -1.04978
H -0.93943 -2.70522 -2.04606
C 0.72439 -2.34280 -0.73428
O 1.07665 -1.77460 0.50312
C 1.70827 -0.50604 0.40803
C 1.91927 0.05227 1.82006
N 0.72179 0.44510 2.52736
H 0.08184 -0.34217 2.54979
C 0.03145 1.63566 2.07305
H 0.78366 2.39159 1.83267
H -0.54481 1.99733 2.93259
H 2.57769 0.92272 1.75293
H 2.41169 -0.71322 2.42675
H 1.09738 0.19746 -0.16488
H 2.68695 -0.62202 -0.08686
H 0.98279 -3.40828 -0.68574
H 1.31249 -1.89248 -1.54289
H -1.31374 -2.85348 -0.30991
H 0.15330 -0.09898 -2.18354
H -1.45101 -0.14624 -2.93779
H -1.84177 2.08174 1.06839
H -1.24407 0.42565 0.82073

Cartesian forces (eV/Å) of the 2 atoms listed first:
C 0.052 0.150 0.370
N -0.007 0.351 -0.107

Atomic partial charges in e from the Löwdin method, atoms 1 to 4: -0.23, -0.09, 0.11, -0.22

- Look up the maximum force of the sixth one.
  0.5 eV/A

- What is the formula in the fourth record?
  C8H19F6NO8S2V